The following is a DFT calculation (ωB97M-V/def2-TZVPD) of a cluster of 8 separate species, C54H127N7O9 in total at a distorted geometry.

XYZ file:
```
197
Properties=species:S:1:pos:R:3:forces:R:3
H 0.697490 19.042220 -21.445510 -0.38 -0.03 -0.02
O 0.017490 22.165970 -20.709970 0.35 0.16 0.52
H -6.814150 21.954630 -18.556860 -0.30 -0.91 -0.35
N -0.198320 30.003770 -24.135110 1.22 -0.35 0.24
C 2.128110 14.611480 -17.136000 0.51 -0.01 -0.06
H 8.676570 22.209540 -19.995280 0.02 -0.06 -0.20
C -1.150880 30.206970 -22.966480 0.88 -0.13 -0.38
H 4.100970 10.182070 -19.425320 0.18 -0.08 0.51
C 6.390120 25.353120 -17.608410 1.06 0.85 0.91
H 4.930910 10.468010 -16.011760 -0.46 0.28 0.35
H 10.098320 24.578910 -16.764960 -0.47 -0.17 0.22
H 1.082430 14.845370 -17.335880 -0.15 -0.38 0.52
H -6.689370 25.995260 -19.707730 0.72 0.24 -0.05
H -6.670930 22.302420 -20.316860 0.09 -0.23 0.08
H -7.506740 23.756630 -17.877880 0.00 0.59 -0.67
H -5.182390 15.703600 -9.938800 0.20 -0.23 0.43
C 9.712380 21.986730 -17.843090 0.04 0.21 1.48
H -4.672960 26.114790 -21.189200 0.10 -0.14 -0.12
H 2.176390 16.103310 -23.430390 1.03 0.77 0.27
H -3.931680 24.842300 -17.330240 -0.53 -0.22 0.11
H 7.203700 25.989130 -17.957220 0.13 -0.53 -0.89
H 5.004630 9.530900 -17.386280 -0.33 0.06 -0.58
H -4.412210 22.703100 -18.165150 -0.02 -0.35 -0.39
N 3.887860 12.803330 -17.185770 1.53 -2.74 9.73
H 2.519630 14.329480 -26.520570 -0.09 -0.08 -0.28
H 1.529640 19.706350 -20.093330 0.70 0.86 -0.23
H -1.442300 29.850610 -25.787870 -0.10 -0.72 -0.31
H -5.755820 11.654240 -14.595050 0.14 0.04 0.44
H -6.122110 24.008680 -16.876820 -0.37 0.40 0.55
C 3.778530 16.079240 -26.544310 0.27 0.01 0.47
C 6.738500 19.184890 -26.832010 0.45 0.53 -0.93
H -3.767220 14.896430 -11.755320 0.13 0.37 -0.13
C 3.424970 25.696350 -29.225290 -1.27 0.14 0.67
C -6.151960 21.957230 -19.422650 0.67 0.87 1.31
C 8.968970 23.257470 -18.186390 0.33 0.16 -0.83
O 4.498590 12.967970 -15.922180 -3.62 0.31 -7.96
H 7.677340 25.067770 -20.287200 -0.15 0.17 0.31
H -0.091160 19.671380 -19.939440 -0.61 -0.17 -0.34
C 3.964240 17.805280 -24.658910 0.24 0.25 -0.03
H 2.606120 15.108680 -17.980040 0.39 -0.35 -0.18
O -5.043180 27.513430 -19.075550 -0.81 1.17 0.32
H 4.506740 25.635580 -29.344380 -0.22 0.33 0.29
H -0.242130 22.892740 -28.945570 0.17 0.07 -0.12
H 5.374810 24.050310 -19.872180 -0.07 0.35 0.52
H -0.630070 30.858520 -22.264820 -0.26 0.11 -0.01
H -1.449360 28.360460 -24.687710 -0.61 0.57 0.14
H 2.112610 27.779070 -22.618290 0.26 0.05 0.01
O 5.446690 18.897630 -26.305910 -0.19 -0.14 -0.46
H 3.060940 16.772080 -26.983780 0.40 0.28 0.11
C 3.822700 11.191860 -19.123660 -1.56 0.55 -0.97
H -3.633090 27.169840 -17.691180 0.22 0.08 0.50
H 6.505210 11.292400 -18.798480 -0.57 -0.04 -0.21
C 9.783550 24.555460 -17.808250 -0.54 -0.21 1.05
C 5.990150 11.940440 -18.089360 0.51 0.13 1.07
H 6.157300 12.986400 -18.346490 -0.44 -0.02 -0.55
O -0.058780 23.724620 -27.088700 -0.48 0.37 -0.05
H 0.793020 31.106610 -25.653020 0.02 0.15 0.04
C -4.146190 16.987680 -14.708100 -1.06 0.48 0.97
O 0.346850 27.047890 -23.379280 -0.35 -0.27 -1.31
C -4.187190 15.499170 -14.433430 -0.95 -1.06 0.05
C -6.201570 25.088710 -20.065950 -0.11 -0.62 0.23
C 4.380210 10.303680 -16.937950 0.94 0.43 1.21
C -5.997240 12.715400 -14.533650 -0.38 0.11 -1.12
H -0.766280 31.787420 -25.163030 0.23 0.37 0.34
H 3.340340 14.515340 -28.077420 0.03 0.54 0.06
H 1.710440 30.091730 -22.999500 -0.38 0.26 -0.03
C -5.350330 25.270090 -21.314720 0.06 0.44 0.53
H -4.692390 16.503540 -11.896260 0.74 -0.03 -0.49
H -7.080900 24.520150 -20.368650 0.22 -0.82 0.51
C 3.491310 23.251050 -29.341100 -0.51 1.10 0.53
H 1.737800 29.211470 -24.517850 -0.05 -0.12 0.02
H 4.830760 15.604910 -23.258970 -0.05 0.57 -0.08
C 6.403710 23.840910 -17.934750 -2.47 -1.06 -0.94
H 3.124700 18.352680 -25.087420 0.29 0.09 -0.34
H 2.907880 25.908410 -30.161100 0.38 -0.85 -0.43
H -4.428220 12.404770 -10.398410 -0.42 -0.30 -0.19
H 4.821140 16.351300 -26.708780 -0.27 0.15 -0.78
N -5.532410 24.436540 -18.800160 -1.46 -0.26 0.49
H -5.849010 13.112770 -12.482790 0.38 0.29 0.27
H 2.677340 23.492770 -26.591840 0.03 0.10 -0.38
N -5.210610 14.959410 -13.349070 0.57 0.76 0.42
C 1.576150 12.278810 -16.016620 0.99 0.24 -0.27
H 0.628450 28.190820 -21.789060 0.21 0.77 0.21
C 1.743500 12.592940 -18.526110 2.00 -0.35 -0.67
H -5.922350 13.039320 -15.571710 1.38 0.57 -0.07
C -5.020240 22.896280 -19.048940 -1.10 3.20 -1.45
C 4.832220 15.482560 -24.342080 -1.53 -0.51 0.20
C -5.035680 13.024080 -9.738460 0.03 1.64 0.34
N 7.613140 23.191890 -17.398660 0.97 4.01 8.21
H 4.892770 23.352580 -16.256610 0.41 0.20 -0.10
H -5.261200 26.885100 -17.074670 -0.29 0.27 -0.04
H 2.977720 26.507970 -28.651410 0.99 0.25 0.54
H 10.745150 24.590270 -18.320310 -0.30 -0.38 -0.57
H -7.085160 12.773420 -14.567700 -0.20 -0.07 1.34
C -4.715660 15.413790 -11.899910 -0.83 -0.72 -1.61
H -4.218870 13.125800 -13.228840 -0.14 -0.36 -0.20
C 1.096100 16.433750 -25.140520 0.13 0.61 -1.66
C 1.163830 29.368440 -23.604610 -1.25 -0.44 -0.49
H 3.814930 17.904510 -23.583750 0.07 -0.34 0.09
C 0.331430 21.184720 -21.413730 -0.48 0.10 -0.07
O 7.643170 23.261480 -15.978210 0.25 -1.37 -9.16
C -6.683750 24.449010 -17.700690 2.70 -0.48 -0.46
C 2.368670 13.064390 -17.162690 -1.82 1.23 -1.25
C 8.749870 23.257810 -19.705690 -1.62 0.00 -1.31
C -6.603570 15.470260 -13.681160 1.04 -0.30 0.67
C 5.348160 18.464290 -24.973140 0.04 -0.78 -0.64
H 3.157080 23.426770 -30.363600 0.33 -0.47 -0.04
H 2.954060 25.279270 -26.612670 -0.35 -0.17 0.00
O 0.274650 21.112930 -22.657060 0.47 0.00 -0.79
H 5.508240 19.300470 -24.292490 -0.27 0.07 0.25
H 5.072690 22.135590 -17.538120 -0.02 0.00 0.04
H 2.499390 15.149470 -16.263760 -0.24 -0.39 0.29
C 4.489520 11.578010 -17.827700 1.96 -0.29 -1.71
H -3.497970 17.262480 -15.540210 0.25 -0.35 0.25
H 0.525400 12.265490 -16.306190 0.05 0.55 -0.07
N 3.726560 16.317530 -24.994220 -0.04 0.36 -0.18
H 9.048940 21.123330 -17.793300 0.02 -0.02 -0.32
H 1.796150 10.977760 -19.930730 0.26 0.21 -0.27
C -5.657330 15.176680 -10.766380 -0.96 -1.50 1.01
H -5.395900 29.509500 -19.637710 0.32 -0.33 -0.05
H 2.323880 14.823050 -24.422840 0.19 -0.14 -0.74
N 2.878320 24.438280 -28.580430 -0.81 -1.27 -0.62
H 1.022860 16.030020 -26.150340 -0.19 0.29 -0.18
C 1.073080 28.066230 -22.776420 -0.04 0.68 0.46
H -2.092290 30.639430 -23.305360 0.19 -0.01 -0.06
H -4.522880 23.073970 -20.002440 1.13 -0.28 0.61
H -4.036390 29.206240 -18.441050 0.38 0.22 -0.62
H -5.617370 29.279670 -17.915840 -0.71 -0.72 0.05
H 6.589500 11.869660 -17.181680 -0.26 -0.31 0.29
H -5.545240 12.494740 -8.933320 0.24 -0.27 -0.30
H 6.544670 25.525550 -16.543290 -0.64 -0.44 0.28
C -4.330500 25.285010 -18.242960 -1.03 0.46 -1.08
H 4.276780 24.224580 -26.995100 -0.06 -0.27 -0.03
H -6.914630 25.503240 -17.547650 -0.40 -0.43 0.12
H 0.307830 23.376450 -26.272620 -0.01 -0.35 -0.08
H -4.354850 13.759430 -9.309700 0.31 -0.28 0.50
H 0.151900 16.176240 -24.660660 0.44 -0.32 0.48
H 4.265150 23.661650 -17.887780 0.00 -0.05 0.12
H 4.168950 11.763310 -19.984850 -0.08 0.58 0.12
H 4.572470 23.339840 -29.234770 -0.11 -0.23 -0.13
H 6.603350 19.370200 -27.897600 -0.33 0.21 0.08
H 3.374730 9.925120 -16.754090 0.17 0.19 -0.16
H 0.752000 31.947540 -24.080350 -0.44 0.19 -0.11
H -0.213470 28.433270 -25.735830 0.64 1.00 -0.37
H 1.109800 22.336500 -27.933820 0.52 0.00 -0.82
H 4.502020 14.452070 -24.473060 0.49 -0.05 -0.34
H 1.800890 11.214050 -15.954310 0.50 0.15 -0.07
H 10.044970 22.176200 -16.822510 0.58 -0.59 0.00
H -6.677180 16.531570 -13.443880 0.03 -0.10 -0.12
H 7.246150 20.059150 -26.424490 -0.48 0.30 0.44
H -3.175740 15.198140 -14.160600 -0.24 -0.43 0.28
H 4.221090 13.965100 -26.675530 0.02 -0.08 -0.09
H 6.086030 22.527600 -19.707240 0.06 -0.31 0.57
H 3.104050 22.320120 -28.927000 0.14 0.13 -0.14
H 1.931750 10.423190 -18.363290 0.17 0.00 0.38
C -5.039580 28.943710 -18.776880 0.42 -0.33 0.23
H -5.599020 21.034210 -19.597040 -0.69 -0.36 0.00
H -4.805290 24.379990 -21.628950 0.00 -0.02 0.15
C 0.649010 19.853080 -20.718690 0.12 -0.81 0.78
H 0.970910 25.383520 -28.533460 -0.28 -0.34 0.60
C 2.336020 15.910830 -24.491320 -0.06 -1.29 2.08
H -4.525060 14.926390 -15.297060 0.34 0.09 -0.19
C 2.286690 11.238980 -18.993050 -0.73 -0.73 0.04
H -6.042520 25.504980 -22.123300 0.03 0.08 -0.01
H 9.223570 25.466750 -18.018220 0.11 -0.13 -0.14
H 0.656860 12.677460 -18.538690 0.12 -0.21 0.48
C 7.498050 23.993300 -20.325500 0.61 0.10 1.99
H 1.106910 17.523180 -25.174000 -0.08 0.04 -0.16
H -6.741980 15.276040 -14.744740 -0.34 0.06 0.22
C 5.075650 23.203700 -17.320800 0.82 0.14 -0.31
H 1.705990 12.732920 -15.034270 0.07 0.02 -0.15
C 0.555460 23.211080 -28.274300 -0.11 1.35 1.38
H -3.517960 25.187700 -18.962960 -0.24 0.05 -0.31
C -5.266180 13.398670 -13.358380 -0.42 0.60 -0.62
H -6.566470 15.758390 -10.918620 -0.31 -0.39 -0.08
C 6.265390 23.574350 -19.461780 1.08 0.29 -1.44
H -5.109840 17.442660 -14.937160 -0.20 -0.34 -0.21
H -1.309600 29.236240 -22.496790 -0.13 0.10 -0.15
C 0.170630 31.367480 -24.797050 -0.12 -1.78 0.29
H 1.221490 24.516250 -29.960100 0.36 -0.53 -0.12
H 0.414940 26.251990 -22.846840 -0.07 -0.20 0.07
C 3.194090 24.321890 -27.075180 0.31 0.99 -1.19
H -3.857400 17.488840 -13.784230 0.50 0.23 -0.20
C 3.442310 14.654700 -27.001190 0.34 -0.15 1.18
H -7.267630 14.899650 -13.031910 -0.26 0.13 -0.36
H 7.533410 18.439460 -26.855500 -0.50 -0.95 0.73
C -0.872070 29.123930 -25.209200 0.08 -0.08 1.41
H 5.822840 15.680640 -24.751400 -0.39 0.00 -0.18
C -4.624270 26.801120 -17.955220 0.91 -1.54 -0.18
H 2.082550 13.225610 -19.346390 0.00 0.73 0.21
H 10.538180 21.797250 -18.528830 -0.06 0.17 0.17
C 1.335480 24.416750 -28.880650 0.94 -0.38 0.04
H 7.379350 23.820160 -21.395090 -0.03 -0.60 0.19
H 5.470590 25.838450 -17.935560 -0.11 -0.49 -0.01
O -6.041180 13.817520 -10.395890 0.26 1.29 -1.14
H 9.645750 23.664340 -20.174990 0.12 -0.14 0.26
H 6.178380 17.773660 -24.825300 -0.02 -0.28 0.51
```
Positions in Å, forces in eV/Å.

Summary:
- electronic energy (eV) = -86844.3397
- HOMO-LUMO gap (eV) = 1.9
- net charge = +6
- LUMO (eV) = -13.47
- highest occupied orbital energy (eV) = -15.327
- relative energy (zero: lowest compared OMol25 entry of this formula, charge and spin) (eV) = 0.000

=====

The following is a DFT calculation (ωB97M-V/def2-TZVPD) of the molecule C5H10N2 at a distorted geometry.

XYZ file:
```
17
Properties=species:S:1:pos:R:3:forces:R:3
H -0.681225 1.035678 1.136437 0.07 -0.29 0.06
C 0.375455 0.826543 1.329435 -0.35 0.18 -0.18
H 0.986873 0.648759 -2.392432 -0.19 0.44 0.40
N 1.035125 2.119886 1.480228 0.15 -0.77 -0.71
H -0.654481 0.179086 -2.938558 -0.44 -0.16 0.45
H 1.640367 2.164363 2.281144 -0.18 0.38 0.09
H -1.442507 -2.593447 0.850086 -1.56 0.06 -0.22
N -1.268484 -0.989914 -0.464595 1.18 0.32 2.75
C 0.893179 -0.105231 0.191284 0.40 0.07 0.78
H 0.368644 2.864981 1.384322 0.28 0.27 0.42
H 0.421797 0.238156 2.247615 -0.06 0.19 0.16
C -0.104544 -0.299905 -0.893234 -1.60 -0.19 -2.08
H 1.804931 0.271861 -0.266453 0.04 0.27 0.14
H -0.916583 -2.974476 -0.881655 0.54 0.01 0.28
H 1.154698 -1.032857 0.709415 -0.10 -0.27 -0.50
C 0.012056 0.271787 -2.089683 1.10 -0.30 -0.82
C -1.277362 -2.214862 -0.163710 0.72 -0.20 -1.02
```
Positions in Å, forces in eV/Å.

Summary:
- electronic energy (eV) = -8324.2731
- HOMO-LUMO gap (eV) = 8.4
- net charge = 0
- LUMO (eV) = 0.36
- SMILES string = C=NC(=C)CCN
- highest occupied orbital energy (eV) = -8.078
- relative energy (zero: lowest compared OMol25 entry of this formula, charge and spin) (eV) = 3.060

=====

Q: Among the records above, which one has the highest highest occupied orbital energy?
A: C5H10N2